C42H58AsF6N9O5 | the ωB97M-V functional and the def2-TZVPD basis

Structure (XYZ):
```
121
Properties=species:S:1:pos:R:3:forces:R:3:mulliken_charge:R:1
N 0.34691 0.00180 0.03524 -1.3 1.2 0.7 0.424
O 1.11552 0.86038 -0.47268 0.8 -0.8 -0.2 -1.043
O -0.48898 0.47965 0.86390 0.5 -1.4 -0.4 -0.354
O 0.36910 -1.19918 -0.28770 0.1 0.8 0.2 -0.447
C 2.52753 5.26216 1.26854 0.7 1.3 0.8 -1.086
C 2.65495 3.79651 1.20042 -0.3 0.8 -2.2 0.807
O 3.59886 3.19724 0.81446 -0.2 -0.8 0.6 -0.420
N 1.33802 3.05130 1.39127 0.2 0.2 1.3 1.710
H 0.51980 3.63597 1.20076 0.4 0.3 -0.1 -0.264
H 1.26389 2.30266 0.68221 0.1 -0.5 0.0 -0.582
C 1.29349 2.52936 2.79839 0.7 -1.0 0.1 -0.646
H 2.20302 5.55835 2.27100 -0.3 0.1 -0.2 0.390
H 1.93520 5.73885 0.48447 -0.6 -0.6 0.1 0.128
H 3.48888 5.75644 1.11988 0.3 -0.5 0.2 0.420
H 0.29279 2.20659 3.06130 0.0 0.0 -0.1 0.182
H 1.70749 3.18932 3.56090 -0.3 0.7 -0.4 0.362
H 1.99352 1.69441 2.83939 -0.3 -0.2 -0.1 0.399
C 3.49464 -1.86205 -1.64176 -1.1 0.2 -0.5 -0.788
C 4.33202 -0.61949 -1.80062 0.6 -1.6 0.1 0.642
O 5.50592 -0.63743 -1.91062 0.2 0.4 0.1 -0.375
N 3.62706 0.69388 -1.89879 0.1 0.6 -0.3 0.404
H 3.14061 0.66482 -2.79991 0.1 0.4 -0.1 0.396
H 2.85254 0.78083 -1.20862 0.1 -0.1 -0.1 -0.031
C 4.61350 1.86166 -1.79239 -0.5 -0.5 1.5 -0.783
H 4.06778 -2.77551 -1.76764 0.4 0.3 0.2 0.399
H 2.73134 -1.89754 -2.42728 0.0 0.2 -0.1 0.309
H 2.89689 -1.87474 -0.73010 0.2 0.2 0.2 0.039
H 5.37203 1.85069 -2.56421 -0.4 0.1 -0.3 0.443
H 5.09458 1.69395 -0.82880 0.3 -0.1 -0.2 0.429
H 4.03130 2.75912 -1.60992 0.0 0.1 -0.8 0.183
C -3.88003 -6.73965 -3.73465 0.7 -0.5 1.9 -0.871
N -3.58226 -5.28771 -3.71772 -0.9 -0.3 -0.2 0.002
C -4.42001 -4.44622 -4.36115 0.8 -0.3 -0.4 -0.316
C -4.13302 -3.10404 -4.45880 0.1 -0.5 0.0 -0.802
C -3.00383 -2.60253 -3.78534 -1.3 1.0 -0.4 0.884
C -2.19561 -3.48692 -3.12796 0.5 -0.9 1.0 -0.584
C -2.50002 -4.85322 -3.06542 0.1 1.7 -0.4 -0.511
C -2.79902 -1.10698 -3.78217 -0.1 -0.5 -0.8 0.730
C -1.54238 -0.52111 -3.89707 -0.4 0.0 0.8 -0.620
C -1.43300 0.82454 -4.23136 -0.6 -1.1 0.1 -0.235
N -2.55126 1.54784 -4.43570 0.5 -0.4 -1.2 0.313
C -3.79362 1.02078 -4.30050 1.1 0.3 1.2 -0.407
C -3.92211 -0.28690 -3.90434 -0.6 0.3 -0.2 -0.878
C -2.40567 2.81433 -5.16533 -0.1 0.7 -0.8 -0.956
H -4.86051 -7.06912 -4.06451 0.1 0.6 -0.8 0.336
H -3.89566 -7.00573 -2.67269 0.1 -0.2 -0.1 0.377
H -3.02317 -7.24365 -4.17336 -0.3 -0.2 -0.4 0.361
H -5.22871 -4.93535 -4.88571 -0.1 0.2 0.0 0.415
H -4.76476 -2.56131 -5.14940 0.0 0.4 0.3 0.571
H -1.34752 -3.09675 -2.57756 0.1 -0.3 0.0 0.446
H -1.88916 -5.52117 -2.47906 -0.1 -0.4 -0.2 0.509
H -0.68686 -1.12098 -3.61751 0.3 0.2 -0.6 0.443
H -0.45863 1.24003 -4.44066 -0.2 0.5 0.1 0.468
H -4.61091 1.72375 -4.37901 -0.1 -0.1 -0.4 0.509
H -4.93694 -0.62676 -3.74184 0.1 -0.3 -0.1 0.645
H -1.36030 3.10059 -5.19066 -0.2 0.3 0.4 0.345
H -3.07695 3.57097 -4.76505 0.3 0.1 0.3 0.347
H -2.68986 2.68031 -6.21192 -0.2 -0.4 0.1 0.395
C -3.66101 0.68505 0.37380 -1.1 0.7 -0.4 -0.948
N -3.38440 2.10547 0.67967 0.4 -0.1 0.8 0.227
C -2.72011 2.39911 1.82066 -0.3 0.3 0.2 -0.440
C -2.40164 3.70327 2.16634 -0.8 0.2 -1.2 -0.888
C -2.75677 4.70898 1.23033 0.5 -0.1 0.6 1.173
C -3.45258 4.37091 0.09391 -0.5 0.0 -0.7 -0.264
C -3.80047 3.06833 -0.15072 0.5 -0.4 -0.1 -0.715
C -2.38779 6.13834 1.38743 0.7 0.2 2.1 0.501
C -2.60931 6.81904 2.60073 -0.3 1.1 0.2 -0.867
C -2.22491 8.15411 2.74765 0.5 -0.2 -0.9 -0.469
N -1.55271 8.78302 1.74639 -0.6 -0.9 0.2 -0.040
C -1.33934 8.14381 0.59638 -0.2 0.6 -0.1 -0.680
C -1.67336 6.81562 0.42849 -0.2 0.1 -1.4 -0.524
C -1.15729 10.20483 1.87823 -1.0 -0.3 1.1 -0.852
H -3.27513 0.49352 -0.62451 0.4 -0.3 0.2 0.357
H -4.74769 0.59288 0.32863 0.0 -0.2 0.1 0.473
H -3.28549 0.04576 1.16140 0.3 0.0 -0.2 0.175
H -2.55795 1.53896 2.45161 0.3 0.1 0.1 0.502
H -1.95827 3.95183 3.11920 0.1 -0.1 0.0 0.695
H -3.74833 5.12382 -0.62437 0.0 0.0 0.1 0.610
H -4.34233 2.72816 -1.02172 -0.1 0.2 0.0 0.540
H -3.17769 6.43087 3.43558 0.0 -0.4 -0.1 0.518
H -2.44423 8.80703 3.58169 0.0 -0.4 0.3 0.514
H -1.03029 8.81483 -0.19553 0.5 -0.5 -0.2 0.528
H -1.45315 6.35627 -0.52921 0.0 0.1 0.1 0.510
H -0.88358 10.31861 2.92657 0.5 0.3 -0.2 0.342
H -2.08855 10.76404 1.77475 0.3 0.4 -0.5 0.385
H -0.36233 10.43606 1.18168 -0.1 0.2 0.0 0.357
C -0.34336 -2.47038 2.67111 0.4 0.8 -0.1 -0.993
N 0.41229 -3.72536 2.76783 0.7 -0.5 0.4 0.195
C 1.09899 -4.20110 1.71277 0.7 -0.2 0.0 -0.189
C 1.94906 -5.29569 1.82113 0.3 -0.2 0.3 -0.771
C 2.13094 -5.94260 3.05245 -0.5 0.8 0.2 0.975
C 1.33857 -5.45207 4.08750 0.9 0.3 1.3 -0.668
C 0.61289 -4.30195 3.98405 -1.9 -0.5 -1.3 -0.433
C 3.14868 -6.97680 3.34967 -0.2 -1.4 -1.1 0.973
C 4.36934 -7.01383 2.67218 0.3 0.8 0.7 -0.734
C 5.36218 -7.87527 3.09032 0.1 0.5 -0.3 -0.225
N 5.12316 -8.81647 3.99766 -1.2 -1.3 -0.1 0.058
C 3.85727 -9.01246 4.43363 -0.4 1.2 0.7 -0.277
C 2.86456 -8.06766 4.19147 0.8 0.7 0.2 -0.608
C 6.15492 -9.81938 4.36187 -0.1 -0.3 -0.2 -0.773
H 0.40469 -1.68820 2.53550 -0.2 0.2 0.1 0.410
H -0.89393 -2.29699 3.59095 0.0 -0.1 0.0 0.269
H -1.00002 -2.39549 1.80855 0.0 -0.5 0.0 0.347
H 1.09808 -3.59852 0.81355 -0.4 -0.1 -0.1 0.481
H 2.53603 -5.64159 0.98076 -0.2 0.3 -0.2 0.520
H 1.43105 -5.79616 5.11183 0.0 -0.4 -0.2 0.400
H -0.05204 -3.98006 4.77416 0.4 0.3 0.2 0.375
H 4.70736 -6.23638 1.99993 -0.3 0.0 -0.1 0.407
H 6.36652 -7.73376 2.71337 0.1 -0.4 0.1 0.402
H 3.64171 -9.80348 5.13867 0.4 -0.2 -0.1 0.391
H 1.97107 -8.08830 4.79946 -0.2 -0.4 -0.3 0.406
H 6.05470 -10.67248 3.68863 0.3 0.3 -0.4 0.388
H 5.94148 -10.25364 5.33580 0.2 0.6 0.3 0.330
H 7.11183 -9.31494 4.27759 0.2 -0.4 0.2 0.293
As 0.05113 4.02802 -2.00321 -0.3 1.3 -0.9 2.062
F 1.56023 3.15567 -1.80075 -0.8 0.1 0.3 -0.492
F -0.93270 2.60621 -1.60444 0.5 0.3 -0.5 -0.497
F -1.42340 4.95763 -2.21053 0.0 -0.5 0.1 -0.537
F 0.95047 5.48785 -2.25874 -0.2 -0.7 0.4 -0.469
F 0.03135 3.70033 -3.70380 0.2 -0.6 0.5 -0.399
F -0.08691 4.42578 -0.28068 0.3 -0.1 0.1 -0.497
```
Positions in Å, forces in eV/Å.

The net charge is +6. For the calculated total energy, the calculation gives -5336.9394 Ha.